Density functional theory data (the ωB97M-V functional and the def2-TZVPD basis) for a cluster of 12 separate species, C48H132N12O12 in total in a non-equilibrium geometry.

Energy above the lowest of the compared OMol25 structures with the same formula, charge and spin   161.5 kJ/mol
LUMO energy (spin up / spin down)   -1.639 / -7.307 eV
Gap between HOMO and LUMO (spin up / spin down)   0.3186 / 0.1103 hartree

Structure (ORCA input):
```
! wB97M-V def2-TZVPD RIJCOSX def2/J DEFGRID3
* xyz 1 2
C 4.30900 4.92127 -4.84444
C 4.04912 3.43098 -5.13690
C 3.80920 2.51844 -3.82880
O 4.82087 2.69643 -2.81778
C 4.48418 2.18220 -1.54022
N 2.89168 3.32332 -6.02021
H 4.34005 5.52764 -5.74967
H 5.25204 4.99797 -4.30325
H 3.56880 5.50111 -4.29311
H 4.89750 3.04771 -5.70386
H 3.81039 1.46667 -4.11495
H 2.82555 2.67640 -3.38655
H 5.20520 2.40552 -0.75386
H 4.34817 1.10072 -1.54291
H 3.53045 2.60066 -1.21869
H 2.70523 2.34745 -6.20190
H 3.25509 3.73376 -6.86848
C 0.21011 -4.92459 -2.93102
C 1.51017 -4.36736 -3.58024
C 2.13471 -3.16640 -2.81769
O 3.38885 -2.73629 -3.37292
C 3.92811 -1.52666 -2.76264
N 2.40055 -5.53102 -3.54711
H -0.11962 -5.80790 -3.47795
H -0.49001 -4.09990 -2.79754
H 0.42338 -5.29711 -1.92909
H 1.28545 -4.10232 -4.61337
H 2.35908 -3.41692 -1.78087
H 1.48348 -2.29260 -2.79590
H 5.00068 -1.40230 -2.91173
H 3.71398 -1.50831 -1.69402
H 3.47900 -0.58963 -3.09182
H 3.34330 -5.26720 -3.79561
H 2.42096 -5.71010 -2.55332
C 2.21326 -2.59038 7.72965
C 1.38407 -3.43945 6.83757
C 0.42352 -2.52902 6.06015
O -0.50299 -3.37142 5.33151
C -1.24424 -2.71479 4.37428
N 2.24721 -4.09318 5.79653
H 3.12778 -3.12216 7.99226
H 1.63029 -2.38059 8.62644
H 2.54117 -1.62885 7.33462
H 0.89854 -4.21382 7.43147
H 1.10437 -1.98159 5.40834
H -0.11764 -1.93152 6.79381
H -1.32656 -3.25546 3.43140
H -0.98790 -1.69505 4.08702
H -2.26290 -2.65141 4.75693
H 2.59876 -4.91127 6.27322
H 1.55081 -4.57183 5.24333
C 0.46284 5.31380 1.59095
C -0.73837 4.66928 2.32052
C -1.21573 5.56537 3.52277
O -0.43716 5.36363 4.66979
C -0.76324 6.29984 5.71914
N -1.87689 4.40789 1.37552
H 1.28485 5.41333 2.29983
H 0.27729 6.25834 1.07956
H 0.79252 4.58958 0.84602
H -0.37185 3.72716 2.72817
H -2.20919 5.22873 3.81909
H -1.32985 6.59686 3.18944
H -0.42592 7.24503 5.29377
H -0.20792 6.12501 6.64065
H -1.83734 6.38183 5.88553
H -2.08997 5.25119 0.86216
H -1.54877 3.87911 0.58001
C 8.28996 3.46763 0.81355
C 7.67202 4.61664 1.55299
C 6.28998 4.25914 2.23102
O 5.13582 3.95035 1.41157
C 4.08393 3.28641 2.04723
N 8.68722 5.01808 2.57465
H 7.67922 3.09430 -0.00848
H 8.34386 2.58173 1.44631
H 9.28563 3.71102 0.44273
H 7.56914 5.45191 0.86029
H 5.89910 5.09853 2.80611
H 6.41298 3.49126 2.99477
H 4.38953 2.42560 2.64197
H 3.32706 2.86728 1.38421
H 3.57667 3.91604 2.77822
H 9.59008 5.21259 2.16588
H 8.40438 5.83351 3.09922
C -4.18272 -1.40701 0.85386
C -5.02625 -0.53622 1.76132
C -4.16851 0.61176 2.25008
O -2.95319 0.18672 2.99349
C -2.15841 1.33387 3.13994
N -6.32946 -0.15673 1.22593
H -4.83310 -2.20970 0.50633
H -3.26995 -1.74797 1.34242
H -3.96475 -0.77948 -0.01032
H -5.27159 -1.16105 2.62009
H -4.74899 0.99184 3.09073
H -3.99189 1.39572 1.51367
H -1.88930 1.75256 2.17021
H -1.26485 1.02204 3.68069
H -2.62333 2.11472 3.74178
H -6.45687 -0.70800 0.38930
H -6.99047 -0.62880 1.82619
C 1.70997 -10.96151 2.42559
C 1.46255 -9.59634 1.74907
C 0.43008 -8.71368 2.45344
O 0.53909 -7.45447 1.73972
C -0.16874 -6.46858 2.43150
N 2.72421 -8.91428 1.79539
H 2.09203 -10.90273 3.44475
H 2.42483 -11.50309 1.80610
H 0.79446 -11.55272 2.40547
H 1.09997 -9.76152 0.73450
H 0.69429 -8.56160 3.49994
H -0.56000 -9.16893 2.42918
H 0.02503 -6.38651 3.50099
H -1.24397 -6.63495 2.49725
H -0.03224 -5.55757 1.84883
H 2.49870 -8.03703 1.34853
H 3.02645 -8.84910 2.75690
C -7.16759 4.42267 -1.53379
C -6.54624 3.01387 -1.15924
C -5.04234 2.96258 -1.22569
O -4.75447 1.54781 -1.47151
C -3.46290 1.25280 -1.73563
N -7.00440 2.65703 0.12179
H -6.70513 4.79110 -2.44948
H -6.91500 5.19125 -0.80332
H -8.25673 4.38235 -1.54919
H -7.03885 2.31012 -1.83018
H -4.53700 3.45811 -0.39672
H -4.70938 3.45583 -2.13889
H -2.94357 1.59017 -2.63261
H -3.41763 0.16578 -1.80209
H -2.87975 1.54476 -0.86225
H -6.74719 1.72123 0.40150
H -6.39531 3.20392 0.71343
C -3.06520 -4.78644 0.69390
C -3.87501 -5.85758 1.50127
C -4.75845 -5.15931 2.56082
O -3.90497 -4.58869 3.54498
C -4.71306 -3.95780 4.54979
N -4.72799 -6.56732 0.61857
H -2.38044 -5.29732 0.01698
H -2.54328 -4.13742 1.39709
H -3.72832 -4.23047 0.03114
H -3.27362 -6.65399 1.93962
H -5.48189 -5.87905 2.94385
H -5.34067 -4.34847 2.12306
H -5.52620 -4.60700 4.87450
H -5.10066 -3.01832 4.15577
H -4.10426 -3.68119 5.41057
H -4.12862 -7.01549 -0.05965
H -5.20866 -5.83631 0.11391
C 0.74590 1.49952 -0.42587
C 0.56779 0.46052 -1.47557
C -0.22445 -0.84241 -1.03217
O 0.40270 -1.56961 -0.01991
C -0.31470 -2.65837 0.49552
N -0.15720 1.04868 -2.53546
H 1.02422 1.07141 0.53712
H -0.10499 2.11100 -0.12555
H 1.58065 2.14141 -0.70741
H 1.50077 0.22277 -1.98656
H -0.32063 -1.50964 -1.88870
H -1.26308 -0.69512 -0.73613
H -0.53225 -3.27755 -0.37476
H -1.31217 -2.49953 0.90534
H 0.34034 -3.13425 1.22527
H 0.20264 1.91311 -2.91410
H -0.11213 0.35954 -3.27245
C -0.11842 1.35190 -5.88378
C 0.81603 0.19930 -5.66826
C 0.15476 -1.18214 -5.61640
O -0.72117 -1.23602 -4.46784
C -1.76500 -2.24827 -4.62173
N 1.90752 0.25768 -6.64542
H -0.86865 1.45077 -5.09925
H -0.61499 1.32668 -6.85377
H 0.45864 2.27490 -5.94013
H 1.18904 0.28543 -4.64771
H 0.84124 -2.02278 -5.51558
H -0.50323 -1.29181 -6.47845
H -2.36688 -2.20002 -3.71425
H -1.31797 -3.22793 -4.79071
H -2.47672 -1.95411 -5.39310
H 1.51406 0.16236 -7.57074
H 2.45358 -0.59051 -6.59536
C -1.69520 4.47169 -2.64732
C -0.37436 5.06448 -3.36312
C 0.45379 6.07873 -2.50873
O -0.20674 7.34477 -2.42336
C 0.69291 8.30876 -1.84186
N 0.39253 3.86941 -3.75052
H -1.42800 3.71767 -1.90695
H -2.34258 4.00022 -3.38673
H -2.36528 5.25424 -2.29138
H -0.69038 5.60425 -4.25579
H 1.37733 6.20416 -3.07393
H 0.66809 5.71151 -1.50506
H 1.49212 8.49487 -2.55931
H 0.96676 8.00682 -0.83094
H 0.05877 9.16402 -1.60842
H 1.27784 4.02176 -4.21216
H -0.14528 3.33898 -4.42098
*
```



Density functional theory data (the ωB97M-V functional and the def2-TZVPD basis) for a cluster of 2 separate species, C9H17Cl2NO3S in total in a non-equilibrium geometry.

SMILES string   CC(C)=N[C@H]1CCCOS1(=O)=O.ClCCCl
LUMO energy   -0.088 eV
Gap between HOMO and LUMO   0.3044 hartree

Structure (ORCA input):
```
! wB97M-V def2-TZVPD RIJCOSX def2/J DEFGRID3
* xyz 0 1
C -0.75567 1.26037 -1.89372
C -0.16776 0.91090 -0.47051
C -0.98258 -0.19413 0.29792
N 0.84946 1.52927 0.04558
C 2.16581 1.11747 -0.39203
C 2.50759 -0.40933 -0.19167
C 3.04930 -1.11243 -1.51888
C 2.13952 -0.75882 -2.74146
O 2.31413 0.56195 -3.28072
S 2.61731 1.70696 -2.12607
O 4.06737 2.02441 -2.14958
O 1.82696 2.94608 -2.38394
H -0.57756 2.34961 -2.05115
H -1.84452 1.01238 -1.93865
H -0.25656 0.70021 -2.71449
H -1.98979 -0.29697 -0.18385
H -0.50718 -1.19538 0.23215
H -1.20139 0.12376 1.34098
H 2.88387 1.68385 0.24947
H 3.36992 -0.47257 0.52125
H 1.69581 -1.00983 0.26160
H 4.13128 -0.93114 -1.68523
H 2.93680 -2.21272 -1.34453
H 2.42538 -1.46019 -3.56662
H 1.07111 -1.01191 -2.51150
Cl -4.88190 0.47230 2.42107
C -4.72598 -0.80248 3.65615
C -3.29854 -0.96788 4.12398
Cl -2.25162 -1.64612 2.85152
H -5.11955 -1.72759 3.23796
H -5.35772 -0.51036 4.49489
H -3.26330 -1.66000 4.96543
H -2.87003 -0.01966 4.44466
*
```



Density functional theory data (the ωB97M-V functional and the def2-TZVPD basis) for a structure of composition C5H9NO in a non-equilibrium geometry.

Energy above the lowest of the compared OMol25 structures with the same formula, charge and spin   221.0 kJ/mol
LUMO energy   0.520 eV
Gap between HOMO and LUMO   0.3619 hartree

Structure (ORCA input):
```
! wB97M-V def2-TZVPD RIJCOSX def2/J DEFGRID3
* xyz 0 1
C -1.11424 -1.32261 -0.67627
C -1.04097 0.04921 -0.08653
N -0.61365 -0.02599 1.80213
C 0.46303 0.65326 1.39351
O 1.47316 1.02450 1.94485
C 0.18493 0.88115 -0.14913
C 1.41295 0.45947 -0.94644
H -0.16417 -1.84840 -0.56767
H -1.36493 -1.30376 -1.74937
H -1.89962 -1.86816 -0.15647
H -1.97795 0.59153 -0.04109
H -0.59264 -0.28946 2.81619
H -0.03875 1.94657 -0.27329
H 1.64543 -0.59937 -0.79443
H 2.25274 1.02719 -0.53378
H 1.35822 0.64868 -2.02404
*
```